P) Molecular formula: C4H4N2
Method: DFT, wB97M-V/def2-TZVPD

Output
Highest occupied orbital energy = -8.7 eV

Last column: natural (NBO) charge in e.
Cartesian coordinates (Å):
1 C -0.493 -0.396 1.254  -0.148
2 C -1.847 -0.161 0.989  0.097
3 C 0.356 -0.282 0.401  0.091
4 C 1.714 -0.058 0.154  -0.717
5 N -1.998 0.077 -0.145  0.010
6 N -1.669 0.628 -1.140  -0.425
7 H -2.246 0.186 -1.963  0.335
8 H 1.996 0.678 -0.611  0.250
9 H 2.137 -1.104 -0.103  0.246
10 H 2.051 0.430 1.163  0.263

=====

Q) Molecular formula: C4H4N2
Method: DFT, wB97M-V/def2-TZVPD

Output
Highest occupied orbital energy = -9.6 eV
SMILES = CC#CNC#N

Last column: natural (NBO) charge in e.
Cartesian coordinates (Å):
1 C 1.147 -0.235 -0.339  -0.664
2 C -0.313 -0.087 -0.103  -0.013
3 C -1.500 0.204 0.182  0.112
4 N -2.913 0.660 0.396  -0.637
5 C -3.914 -0.051 -0.109  0.404
6 N -4.866 -0.632 -0.378  -0.342
7 H 1.569 -0.922 -0.924  0.237
8 H 1.284 0.792 -0.598  0.249
9 H 1.698 -0.314 0.623  0.235
10 H -3.041 1.621 0.078  0.420

=====

Quick one: least stable of them? P)

=====

P) Molecular formula: C4H4N2
Method: DFT, wB97M-V/def2-TZVPD

Output
Highest occupied orbital energy = -10.2 eV
SMILES = [H]/N=C1\C=CC=N1

Last column: natural (NBO) charge in e.
Cartesian coordinates (Å):
1 H 1.299 0.760 2.184  0.323
2 N 0.892 1.406 1.525  -0.488
3 C 0.406 0.660 0.578  0.327
4 C 0.361 -0.814 0.339  -0.238
5 C -0.364 -0.959 -0.774  -0.243
6 C -0.775 0.359 -1.171  0.072
7 N -0.325 1.350 -0.448  -0.404
8 H 0.704 -1.516 1.059  0.227
9 H -0.700 -1.818 -1.297  0.226
10 H -1.498 0.571 -1.994  0.199

=====

Q) Molecular formula: C4H4N2
Method: DFT, wB97M-V/def2-TZVPD

Output
Highest occupied orbital energy = -7.8 eV

Last column: natural (NBO) charge in e.
Cartesian coordinates (Å):
1 C 0.609 0.606 -0.158  0.067
2 C 1.896 0.788 -0.107  -0.476
3 N -0.349 -2.691 0.194  0.003
4 N -0.936 -1.716 0.220  0.074
5 C -1.510 -0.552 0.238  -0.273
6 C -0.697 0.617 -0.056  -0.314
7 H 2.186 1.496 0.656  0.221
8 H 2.607 0.446 -0.855  0.222
9 H -2.583 -0.537 0.146  0.236
10 H -1.223 1.543 -0.279  0.240

=====

R) Molecular formula: C4H4N2
Method: DFT, wB97M-V/def2-TZVPD

Output
Highest occupied orbital energy = -9.8 eV

Last column: natural (NBO) charge in e.
Cartesian coordinates (Å):
1 C -1.592 1.078 -1.311  -0.171
2 C -0.821 2.053 -1.675  0.200
3 C -0.185 0.417 -1.018  -0.135
4 C 0.031 0.010 0.418  -0.644
5 N 0.394 2.569 -1.722  -0.156
6 N 0.957 1.527 -1.379  -0.076
7 H -0.040 -0.337 -1.865  0.265
8 H 0.332 0.849 1.124  0.235
9 H 0.849 -0.702 0.655  0.240
10 H -0.778 -0.438 0.936  0.242

=====

Quick one: least stable of them? R)

=====

P) Molecular formula: H8O4
Method: DFT, wB97M-V/def2-TZVPD

Output
Highest occupied orbital energy = -8.1 eV

Last column: natural (NBO) charge in e.
Cartesian coordinates (Å):
1 O 0.606 0.396 1.989  -1.045
2 H 0.238 1.197 2.363  0.424
3 H 0.294 0.389 1.084  0.414
4 O 1.357 -1.045 -0.537  -0.823
5 H 1.800 -1.164 -1.376  0.502
6 H 1.358 -1.916 -0.139  0.504
7 O -1.703 0.613 -1.260  -0.873
8 H -2.175 -0.113 -0.852  0.487
9 H -1.859 1.357 -0.679  0.495
10 O 0.036 0.308 0.130  -0.964
11 H -0.629 0.318 -0.558  0.448
12 H 0.678 -0.338 -0.166  0.430

=====

Q) Molecular formula: H8O4
Method: DFT, wB97M-V/def2-TZVPD

Output
Highest occupied orbital energy = -10.7 eV
SMILES = O.O.O.O

Last column: natural (NBO) charge in e.
Cartesian coordinates (Å):
1 O -1.707 -0.139 -1.846  -0.948
2 H -1.292 0.728 -1.966  0.455
3 H -1.339 -0.440 -0.998  0.488
4 O 0.232 -0.756 0.325  -0.993
5 H 0.894 -0.039 0.277  0.500
6 H 0.717 -1.573 0.454  0.484
7 O 2.129 0.903 -0.437  -0.920
8 H 1.784 0.678 -1.318  0.481
9 H 2.857 0.263 -0.416  0.478
10 O -1.645 -0.107 2.194  -0.972
11 H -1.018 -0.370 1.494  0.487
12 H -1.613 0.851 2.238  0.459

=====

Quick one: least stable of them? P)

=====

P) Molecular formula: CH3N4
Method: DFT, wB97M-V/def2-TZVPD

Output
Total charge = +1
Highest occupied orbital energy = -17.1 eV

Last column: natural (NBO) charge in e.
Cartesian coordinates (Å):
1 C -1.013 0.076 -0.169  0.763
2 N -1.843 2.333 -0.219  -0.018
3 N -2.643 1.935 0.430  0.067
4 N -1.630 -0.881 -0.467  -0.466
5 N 0.031 0.667 0.447  -0.799
6 H -2.430 -1.223 -1.005  0.500
7 H 0.248 0.008 1.261  0.483
8 H 0.400 1.539 0.222  0.471

=====

Q) Molecular formula: CH3N4
Method: DFT, wB97M-V/def2-TZVPD

Output
Total charge = +1
Highest occupied orbital energy = -15.9 eV
SMILES = [H]/N=N/N=C=[NH2+]

Last column: natural (NBO) charge in e.
Cartesian coordinates (Å):
1 H -2.453 -0.732 1.159  0.380
2 N -1.617 -0.541 0.594  -0.282
3 N -0.871 -1.514 0.543  0.070
4 N 0.189 -1.150 -0.225  -0.172
5 C 0.553 -0.028 -0.341  0.759
6 N 1.218 1.021 -0.526  -0.707
7 H 2.048 1.241 0.027  0.477
8 H 0.933 1.703 -1.231  0.476

=====

R) Molecular formula: CH3N4
Method: DFT, wB97M-V/def2-TZVPD

Output
Total charge = +1
Highest occupied orbital energy = -14.2 eV
SMILES = [H]/N=N\N=C=[NH2+]

Last column: natural (NBO) charge in e.
Cartesian coordinates (Å):
1 H 2.162 -0.034 -3.120  0.354
2 N 1.233 -0.556 -3.126  -0.175
3 N 0.623 -0.574 -2.081  0.157
4 N 0.423 -0.321 -0.895  -0.125
5 C -0.294 -0.207 0.143  0.583
6 N -0.912 0.193 1.199  -0.685
7 H -0.612 0.888 1.871  0.450
8 H -1.853 -0.068 1.284  0.439

=====

S) Molecular formula: CH3N4
Method: DFT, wB97M-V/def2-TZVPD

Output
Total charge = +1
Highest occupied orbital energy = -14.3 eV
SMILES = [H]/N=N/N=C=[NH2+]

Last column: natural (NBO) charge in e.
Cartesian coordinates (Å):
1 H -3.825 0.299 -0.975  0.410
2 N -3.321 0.017 -0.096  -0.217
3 N -2.144 0.192 -0.011  0.300
4 N -0.964 0.188 0.067  -0.090
5 C 0.232 0.063 0.419  0.400
6 N 1.269 0.443 -0.186  -0.676
7 H 1.128 0.883 -1.073  0.412
8 H 2.228 0.057 0.049  0.461

=====

Quick one: least stable of them? R)

=====

P) Molecular formula: C10H21N2
Method: DFT, wB97M-V/def2-TZVPD

Output
Total charge = +1
Highest occupied orbital energy = -13.3 eV

Last column: natural (NBO) charge in e.
Cartesian coordinates (Å):
1 C -1.161 -0.273 -0.087  0.149
2 C -0.203 -0.951 0.105  -0.174
3 C -2.445 4.495 0.093  -0.603
4 C 0.568 -3.324 -0.048  -0.653
5 C 1.913 -0.330 1.712  -0.421
6 C 3.002 -2.396 -1.558  -0.441
7 C -2.279 0.651 -0.073  -0.486
8 C -2.875 3.074 0.482  -0.410
9 C -1.771 2.085 0.070  -0.361
10 C 0.964 -1.892 0.100  0.354
11 N 1.770 -1.664 1.190  -0.575
12 N 1.798 -1.546 -1.552  -0.586
13 H -1.556 4.903 0.594  0.211
14 H -2.149 4.439 -1.001  0.200
15 H -3.271 5.305 0.186  0.225
16 H 1.473 -3.912 -0.009  0.213
17 H -0.096 -3.661 0.722  0.271
18 H 0.070 -3.546 -0.935  0.234
19 H 0.887 -0.024 2.035  0.220
20 H 2.413 -0.437 2.610  0.229
21 H 2.264 0.463 1.161  0.205
22 H 3.813 -2.121 -0.853  0.234
23 H 2.705 -3.388 -1.421  0.218
24 H 3.491 -2.192 -2.518  0.234
25 H -2.753 0.374 0.874  0.243
26 H -2.989 0.660 -0.821  0.243
27 H -3.699 2.858 -0.058  0.197
28 H -3.139 3.030 1.520  0.213
29 H -1.258 2.205 -0.924  0.203
30 H -0.945 2.082 0.874  0.199
31 H 2.359 -2.478 1.379  0.409
32 H 1.136 -1.883 -2.135  0.396
33 H 1.964 -0.604 -1.714  0.410

=====

Q) Molecular formula: C10H21N2
Method: DFT, wB97M-V/def2-TZVPD

Output
Total charge = +1
Highest occupied orbital energy = -13.9 eV

Last column: natural (NBO) charge in e.
Cartesian coordinates (Å):
1 C -0.663 0.835 -1.380  0.180
2 C -2.930 2.794 -2.999  -0.628
3 C -1.257 4.046 -1.322  -0.620
4 C 0.874 -1.273 3.285  -0.676
5 C -1.161 -0.614 1.979  -0.697
6 C 2.429 -1.684 -0.735  -0.625
7 C 1.794 -3.644 0.689  -0.622
8 C -1.494 2.998 -2.378  -0.084
9 C 0.191 -1.122 1.964  0.477
10 C 2.130 -2.193 0.652  -0.011
11 N -0.987 1.789 -1.896  -0.452
12 N 0.806 -1.441 0.926  -0.457
13 H -3.391 1.870 -3.182  0.237
14 H -3.114 3.265 -4.031  0.238
15 H -3.650 3.296 -2.276  0.216
16 H -0.285 4.535 -1.569  0.237
17 H -2.077 4.817 -1.112  0.242
18 H -1.216 3.453 -0.395  0.220
19 H 1.326 -0.288 3.256  0.260
20 H 0.182 -1.417 4.157  0.262
21 H 1.624 -1.984 3.256  0.236
22 H -1.169 0.297 2.616  0.265
23 H -1.930 -1.386 2.463  0.282
24 H -1.472 -0.444 0.934  0.258
25 H 1.675 -1.871 -1.428  0.220
26 H 2.697 -0.695 -0.625  0.226
27 H 3.303 -2.181 -1.037  0.237
28 H 2.817 -4.095 0.776  0.244
29 H 1.296 -3.911 -0.266  0.229
30 H 1.216 -3.817 1.522  0.215
31 H -0.825 3.168 -3.293  0.229
32 H 0.379 -1.280 0.025  0.436
33 H 2.881 -1.823 1.424  0.225

=====

Quick one: least stable of them? P)

=====

P) Molecular formula: C3H10N2S
Method: DFT, wB97M-V/def2-TZVPD

Output
Highest occupied orbital energy = -8.9 eV
SMILES = [H]/N=C/N.CCS

Last column: natural (NBO) charge in e.
Cartesian coordinates (Å):
1 H -3.188 1.095 2.406  0.338
2 N -2.383 0.624 2.022  -0.737
3 C -2.951 -0.452 1.479  0.288
4 N -2.430 -1.131 0.381  -0.836
5 H -3.918 -0.953 1.836  0.150
6 H -1.640 -0.781 -0.270  0.404
7 H -2.996 -1.790 -0.191  0.393
8 C 1.442 0.635 -1.480  -0.600
9 C 2.787 0.198 -0.911  -0.525
10 S 2.872 -0.535 0.712  -0.044
11 H 1.212 1.732 -1.179  0.211
12 H 0.652 -0.196 -1.311  0.207
13 H 1.674 0.738 -2.467  0.203
14 H 3.519 0.935 -0.892  0.213
15 H 2.945 -0.651 -1.546  0.214
16 H 2.403 0.532 1.411  0.120

=====

Q) Molecular formula: C3H10N2S
Method: DFT, wB97M-V/def2-TZVPD

Output
Highest occupied orbital energy = -9.1 eV
SMILES = [H]/N=C/N.CCS

Last column: natural (NBO) charge in e.
Cartesian coordinates (Å):
1 H -2.568 0.952 -1.575  0.349
2 N -2.609 0.229 -0.884  -0.727
3 C -2.371 0.568 0.308  0.276
4 N -2.291 -0.352 1.321  -0.811
5 H -2.395 1.623 0.605  0.145
6 H -2.028 -1.261 0.967  0.389
7 H -1.748 -0.116 2.132  0.382
8 C 2.105 0.844 -0.110  -0.631
9 C 1.322 -0.402 -0.521  -0.513
10 S 2.045 -1.911 0.243  -0.074
11 H 3.151 0.533 -0.127  0.220
12 H 1.846 1.128 0.909  0.206
13 H 1.993 1.761 -0.687  0.219
14 H 1.120 -0.507 -1.582  0.228
15 H 0.302 -0.443 -0.128  0.210
16 H 2.126 -2.645 -0.871  0.130

=====

Quick one: least stable of them? P)